#i
The following is a DFT calculation (ωB97M-V with the def2-TZVPD basis set) of a structure of composition C7H19ClN3O2PS3Zr.

* HOMO energy: -16.20 eV
* charge: +2

Last column: Mulliken charge in e.
Geometry (Å):
Zr  0.94  0.62  -0.52  0.141
N  0.70  0.03  1.88  -0.531
N  -0.14  -1.04  2.20  -0.288
C  -0.86  -1.66  1.25  0.926
N  -1.68  -2.62  1.63  -0.377
S  -0.72  -1.30  -0.42  -0.340
H  1.62  -0.15  2.29  0.367
H  0.32  0.87  2.32  0.383
H  -0.24  -1.27  3.18  0.232
H  -1.80  -2.90  2.59  0.222
H  -2.22  -3.10  0.93  0.222
C  5.64  -1.33  -4.69  -1.351
C  4.21  -1.56  -4.27  0.529
C  3.72  -2.97  -4.37  -1.251
O  4.17  -1.20  -2.78  -0.271
P  3.22  -0.22  -2.08  1.234
S  3.07  -0.68  -0.12  -0.300
S  1.34  -0.20  -2.86  -0.262
O  3.86  1.19  -2.22  -0.284
C  3.41  2.54  -1.80  0.147
C  3.33  2.69  -0.29  -0.785
C  2.15  2.99  -2.50  -0.989
H  5.72  -1.55  -5.76  0.406
H  6.31  -2.00  -4.16  0.323
H  5.95  -0.30  -4.53  0.343
H  3.54  -0.86  -4.76  0.355
H  4.37  -3.65  -3.83  0.327
H  3.71  -3.27  -5.42  0.417
H  2.70  -3.07  -3.99  0.296
H  4.24  3.15  -2.14  0.298
H  2.50  2.16  0.20  0.292
H  3.13  3.74  -0.06  0.444
H  4.22  2.35  0.22  0.352
H  1.22  2.68  -2.01  0.289
H  2.10  2.68  -3.54  0.375
H  2.09  4.08  -2.44  0.437
Cl  -0.42  2.36  0.14  -0.327

#ii
The following is a DFT calculation (ωB97M-V with the def2-TZVPD basis set) of a structure of composition C7H19ClN3O2PS3Zr.

* HOMO energy: -16.34 eV
* charge: +2

Last column: Mulliken charge in e.
Geometry (Å):
Zr  1.55  -0.39  -0.99  0.467
N  3.68  0.70  -0.56  -0.562
N  4.11  1.65  -1.50  -0.257
C  3.41  1.91  -2.61  0.930
N  3.91  2.75  -3.49  -0.367
S  1.86  1.22  -2.89  -0.342
H  3.69  1.14  0.36  0.367
H  4.34  -0.08  -0.55  0.387
H  5.03  2.05  -1.36  0.225
H  4.80  3.21  -3.37  0.226
H  3.38  2.98  -4.32  0.226
C  -4.25  0.81  1.99  -1.348
C  -3.55  0.80  0.66  0.509
C  -3.99  1.86  -0.30  -1.249
O  -2.08  1.08  0.97  -0.275
P  -0.94  0.13  0.61  1.131
S  0.85  1.02  0.97  -0.328
S  -0.86  -0.37  -1.41  -0.260
O  -1.13  -1.16  1.46  -0.242
C  -0.32  -2.41  1.52  0.374
C  1.10  -2.16  1.98  -0.967
C  -0.44  -3.26  0.27  -1.092
H  -5.31  0.60  1.83  0.409
H  -4.16  1.79  2.46  0.324
H  -3.85  0.05  2.66  0.343
H  -3.57  -0.20  0.21  0.374
H  -3.90  2.85  0.15  0.324
H  -5.04  1.69  -0.55  0.411
H  -3.42  1.83  -1.23  0.296
H  -0.83  -2.92  2.33  0.187
H  1.79  -1.68  1.26  0.276
H  1.54  -3.14  2.19  0.444
H  1.13  -1.56  2.89  0.369
H  0.24  -2.97  -0.53  0.246
H  -1.46  -3.26  -0.11  0.369
H  -0.21  -4.28  0.56  0.445
Cl  2.91  -2.26  -1.56  -0.371

Which structure loses on stability? #i does.

#i
The following is a DFT calculation (ωB97M-V with the def2-TZVPD basis set) of an isolated molecule of FH3NOPS.

* structure (SMILES): N[P@@](O)(F)=S
* HOMO energy: -9.04 eV
* charge: 0

Last column: Mulliken charge in e.
Geometry (Å):
N  0.82  -0.71  -0.76  -0.465
P  -0.34  0.19  0.00  0.774
O  0.02  0.64  1.46  -0.475
F  -0.19  1.61  -0.75  -0.257
S  -2.01  -0.72  0.00  -0.426
H  0.62  -1.71  -0.75  0.236
H  1.74  -0.45  -1.25  0.253
H  -0.65  1.13  2.04  0.360

#ii
The following is a DFT calculation (ωB97M-V with the def2-TZVPD basis set) of a cluster of 2 separate species, FH3NOPS in total.

* HOMO energy (alpha / beta): -9.41 / -9.41 eV
* charge: 0

Last column: Mulliken charge in e.
Geometry (Å):
N  -0.54  -1.24  0.25  -0.453
O  -1.09  1.78  -0.19  -0.742
F  1.08  0.16  1.70  -0.213
P  0.80  -0.26  0.13  0.755
S  2.37  -0.42  -1.08  -0.211
H  -0.56  -1.85  -0.51  0.284
H  -1.26  -0.56  0.50  0.344
H  -0.80  2.40  -0.80  0.236

Which structure loses on stability? #ii does.

#i
The following is a DFT calculation (ωB97M-V with the def2-TZVPD basis set) of a cluster of 2 separate species, C2H5NO3 in total.

* structure (SMILES): NC=O.O=CO
* HOMO energy: -10.00 eV
* charge: 0

Last column: Mulliken charge in e.
Geometry (Å):
N  1.85  1.04  0.98  -0.325
C  0.69  0.55  0.48  0.226
O  0.40  0.81  -0.71  -0.625
H  2.26  0.69  1.84  0.205
H  2.41  1.64  0.39  0.246
H  0.21  -0.12  1.21  0.287
O  -1.77  -0.48  -2.08  -0.544
C  -1.47  -0.48  -0.90  0.410
O  -1.39  -1.66  -0.22  -0.419
H  -1.60  0.36  -0.11  0.242
H  -1.59  -2.35  -0.88  0.298

#ii
The following is a DFT calculation (ωB97M-V with the def2-TZVPD basis set) of a cluster of 2 separate species, C2H5NO3 in total.

* structure (SMILES): O=C(O)O.C=N
* HOMO energy: -10.29 eV
* charge: 0

Last column: Mulliken charge in e.
Geometry (Å):
O  1.56  1.68  0.20  -0.568
C  0.74  1.29  0.98  0.700
O  0.26  0.08  1.08  -0.521
O  0.23  2.09  1.91  -0.424
H  0.38  -0.63  0.35  0.459
H  0.87  2.73  1.92  0.312
C  -1.16  -1.57  -1.16  -0.187
N  0.10  -1.28  -1.03  -0.479
H  -1.75  -1.74  -0.23  0.203
H  -1.77  -1.73  -2.04  0.275
H  0.53  -0.94  -1.97  0.229

Which structure loses on stability? #ii does.

#i
The following is a DFT calculation (ωB97M-V with the def2-TZVPD basis set) of a cluster of 2 separate species, C2H5NO3 in total.

* structure (SMILES): C=CN=O.OO
* HOMO energy (alpha / beta): -9.38 / -9.38 eV
* charge: 0

Last column: Mulliken charge in e.
Geometry (Å):
C  -0.64  0.20  -1.49  -0.352
C  0.53  0.50  -0.93  -0.435
N  0.61  1.20  0.58  0.105
O  -0.41  1.40  1.14  -0.223
H  -1.41  -0.28  -0.88  0.262
H  -0.82  0.29  -2.55  0.272
H  1.28  0.95  -1.58  0.342
O  0.93  -1.23  1.30  -0.377
O  -0.46  -1.36  1.66  -0.326
H  0.84  -0.79  0.25  0.398
H  -0.45  -0.88  2.50  0.333

#ii
The following is a DFT calculation (ωB97M-V with the def2-TZVPD basis set) of an isolated molecule of C2H5NO3.

* HOMO energy: -9.97 eV
* charge: 0

Last column: Mulliken charge in e.
Geometry (Å):
C  -0.10  -0.50  0.91  0.150
C  -0.32  0.37  -0.32  0.534
N  -0.70  -0.10  -1.50  -0.384
O  1.36  -0.79  0.16  -0.577
O  -0.03  0.27  1.95  -0.711
O  -0.28  1.61  -0.02  -0.598
H  -0.12  1.48  1.16  0.476
H  1.98  -0.30  0.71  0.308
H  -0.60  -1.47  0.92  0.308
H  -0.54  -1.08  -1.68  0.233
H  -0.66  0.52  -2.30  0.261

Which structure loses on stability? #i does.

#i
The following is a DFT calculation (ωB97M-V with the def2-TZVPD basis set) of an isolated molecule of C2H5NO3.

* structure (SMILES): COC(=O)NO
* HOMO energy: -10.12 eV
* charge: 0

Last column: Mulliken charge in e.
Geometry (Å):
C  -1.80  -0.45  0.08  -0.672
O  -0.36  -0.53  -0.13  -0.275
C  0.31  0.64  -0.17  0.571
O  -0.07  1.75  -0.21  -0.467
N  1.76  0.42  0.38  -0.303
O  2.14  -0.73  -0.38  -0.411
H  -1.83  0.01  0.93  0.360
H  -2.27  -1.42  -0.24  0.243
H  -2.36  0.20  -0.69  0.261
H  2.24  1.23  -0.13  0.302
H  2.25  -1.12  0.56  0.392

#ii
The following is a DFT calculation (ωB97M-V with the def2-TZVPD basis set) of a cluster of 2 separate species, C2H5NO3 in total.

* HOMO energy (alpha / beta): -10.89 / -10.45 eV
* charge: 0

Last column: Mulliken charge in e.
Geometry (Å):
C  1.96  0.55  0.17  -0.420
O  0.89  0.35  1.03  -0.384
O  -0.62  -0.48  -0.16  -0.402
H  -0.07  -0.68  0.73  0.386
H  1.73  1.25  -0.64  0.233
H  2.37  -0.38  -0.23  0.250
H  2.74  1.03  0.79  0.261
N  -2.40  -1.05  -0.89  -0.445
C  -2.05  -0.19  0.06  0.669
O  -2.50  0.41  0.97  -0.446
H  -2.07  -0.82  -1.82  0.299

Which structure loses on stability? #ii does.

#i
The following is a DFT calculation (ωB97M-V with the def2-TZVPD basis set) of an isolated molecule of C6H5NO3S.

* structure (SMILES): O=C1C=CCC(S)=C1[N+](=O)[O-]
* HOMO energy: -9.56 eV
* charge: 0

Last column: Mulliken charge in e.
Geometry (Å):
O  1.84  -3.29  -0.16  -0.560
C  1.14  -2.31  -0.20  0.528
C  0.97  -1.55  1.00  -0.210
C  0.33  -0.37  1.07  -0.632
C  -0.29  0.29  -0.15  -0.838
C  0.14  -0.41  -1.42  0.696
S  -0.17  0.15  -3.06  -0.216
C  0.72  -1.63  -1.44  -0.428
N  1.18  -2.35  -2.69  0.900
O  2.23  -2.09  -3.13  -0.555
O  0.40  -3.13  -3.08  -0.557
H  1.49  -1.94  1.95  0.299
H  0.31  0.19  1.90  0.500
H  -1.34  0.34  -0.23  0.421
H  -0.07  1.30  -0.29  0.502
H  -0.27  1.47  -2.89  0.150

#ii
The following is a DFT calculation (ωB97M-V with the def2-TZVPD basis set) of a structure of composition C6H5NO3S.

* HOMO energy: -9.95 eV
* charge: 0

Last column: Mulliken charge in e.
Geometry (Å):
C  0.74  0.71  -0.45  0.005
C  -0.38  0.92  0.38  -0.798
C  1.33  -0.53  -0.70  -0.756
C  -1.00  -0.26  0.80  0.055
C  0.64  -1.68  -0.26  -0.012
C  -0.50  -1.58  0.49  0.054
N  -3.56  -1.74  -1.11  1.156
O  -4.09  -1.66  -2.17  -0.574
O  -3.71  -1.10  -0.11  -0.573
O  -2.50  -2.57  -1.15  -0.495
S  -1.49  -2.91  0.85  0.117
H  1.13  1.58  -1.02  0.290
H  -0.84  1.83  0.28  0.399
H  2.09  -0.65  -1.41  0.405
H  -2.07  -0.24  1.07  0.396
H  0.84  -2.74  -0.52  0.330

Which structure loses on stability? #ii does.